Entry 1:
C6H15NO | wB97M-V/def2-TZVPD

Results
**HOMO-LUMO gap**: 9.63 eV
**Energy**: -10001.403 eV
**Energy relative to the best compared isomer or geometry (same formula, charge and spin)**: 54.3 kcal/mol
**Net charge**: 0

XYZ file:
```
23
Properties=species:S:1:pos:R:3:forces:R:3:lowdin_charge:R:1
C -0.1023 3.3157 -1.0250 0.164 -0.286 2.716 -0.1114
C -0.4525 2.3133 0.1156 0.435 -0.684 -0.063 -0.2369
C 0.6961 1.2275 0.4424 -2.888 1.651 -0.215 -0.2252
N 0.0856 0.2913 1.3852 0.413 -0.158 0.361 -0.0929
C -0.6459 -0.8679 0.8315 1.273 1.574 -0.493 -0.2207
C 0.3228 -1.8061 0.1626 2.237 -1.840 -0.724 -0.2206
C -0.4175 -2.9410 -0.5370 0.519 0.207 -1.242 -0.2770
O 0.3407 -3.8660 -1.3270 1.043 0.312 0.645 -0.0864
H -0.6551 4.1893 -0.6729 -0.012 0.309 -1.081 0.0638
H -0.2951 2.9864 -2.0292 -0.091 -0.001 -0.309 0.0598
H 0.9484 3.5274 -0.8228 0.169 0.299 -0.704 0.0619
H -1.4129 1.8074 -0.1038 0.561 -0.094 0.020 0.0902
H -0.6848 2.8957 1.0304 0.437 -0.403 -0.326 0.0992
H 1.0140 0.8522 -0.5109 0.151 -0.817 -0.651 0.0857
H 1.5659 1.7438 0.8275 0.048 0.024 0.593 0.1071
H 0.7823 -0.0752 2.0202 0.051 0.060 0.051 0.0969
H -1.1326 -1.3471 1.6537 -0.541 -0.334 0.450 0.1090
H -1.4088 -0.4797 0.1207 0.435 -0.430 0.362 0.1260
H 1.1255 -2.3052 0.8078 -1.427 0.587 0.348 0.1336
H 1.0690 -1.3301 -0.4997 -0.997 0.379 -0.377 0.1091
H -0.8348 -3.5459 0.2696 -1.232 0.313 -0.309 0.1188
H -1.0085 -2.4910 -1.3644 -0.786 -0.380 1.277 0.1348
H 1.1005 -4.0948 -0.7745 0.039 -0.288 -0.331 0.0753
```
Forces are in eV/Å.

***

Entry 2:
CH4O2S | wB97M-V/def2-TZVPD

Results
**HOMO-LUMO gap (alpha / beta)**: 8.91 / 9.13 eV
**Energy**: -16027.369 eV
**Energy relative to the best compared isomer or geometry (same formula, charge and spin)**: 108.5 kcal/mol
**Net charge**: 0

XYZ file:
```
8
Properties=species:S:1:pos:R:3:forces:R:3:lowdin_charge:R:1
C 1.3141 -0.0834 0.1006 0.330 -0.430 -0.784 -0.1884
O 0.2758 0.7392 -0.3543 0.552 -0.304 -0.286 -0.1754
O -1.2432 0.2810 0.6970 -1.156 -0.210 -0.476 -0.6259
S -2.5434 0.5355 -0.1055 0.583 -0.688 -0.022 0.8179
H 0.8950 -1.0192 0.5976 0.786 1.041 -0.846 0.1062
H 2.0317 0.4416 0.7032 -0.162 0.385 1.385 0.0505
H 2.0402 -0.2628 -0.7574 -1.419 -0.612 0.256 0.1008
H -2.7701 -0.6319 -0.8812 0.485 0.818 0.773 -0.0857
```
Forces are in eV/Å.

***

Entry 3:
C4H10O2 | wB97M-V/def2-TZVPD

Results
**HOMO-LUMO gap**: 10.36 eV
**Energy**: -8403.449 eV
**Energy relative to the best compared isomer or geometry (same formula, charge and spin)**: 48.4 kcal/mol
**Net charge**: 0

XYZ file:
```
16
Properties=species:S:1:pos:R:3:forces:R:3:lowdin_charge:R:1
C -1.8309 0.0197 0.3456 -0.209 -0.014 0.158 -0.0720
C -0.3721 0.2485 0.5658 -0.238 -0.313 0.816 -0.2611
O 0.1081 -1.0305 1.4492 -0.570 1.010 -0.817 -0.1100
C 0.3119 0.8079 -0.7471 -0.051 -0.650 0.442 -0.1392
C 1.6759 0.1515 -0.8007 0.180 0.104 -0.018 -0.2968
O 1.4428 -1.2081 -0.5423 1.033 -0.636 0.059 -0.1243
H -2.2727 -0.3206 1.2798 -0.346 0.062 -0.088 0.0803
H -2.3269 0.9282 -0.0083 0.033 -0.068 0.098 0.0912
H -1.9533 -0.7445 -0.4344 -0.016 0.116 0.206 0.0976
H -0.0860 0.9189 1.3616 -0.515 0.522 0.131 0.1305
H -0.3948 -1.8627 1.3080 -0.002 1.017 -0.389 0.1048
H 0.3323 1.9216 -0.7035 0.039 -0.692 0.359 0.1259
H -0.2517 0.5692 -1.6646 0.013 -0.294 0.512 0.1144
H 2.3336 0.6327 -0.0553 0.002 -0.249 -0.051 0.1180
H 2.1670 0.2590 -1.7774 -0.153 -0.046 0.198 0.1159
H 1.1166 -1.2907 0.4236 0.799 0.130 -1.615 0.0248
```
Forces are in eV/Å.

***

Entry 4:
C52H44BF15GeN4O2OsS | wB97M-V/def2-TZVPD

Results
**HOMO-LUMO gap (alpha / beta)**: 4.42 / 4.34 eV
**Energy**: -175933.013 eV
**Net charge**: +2

XYZ file:
```
121
Properties=species:S:1:pos:R:3:forces:R:3:lowdin_charge:R:1
Os 0.9354 -0.3076 -1.0000 -2.523 2.380 -0.701 1.2506
C -0.5264 -3.8989 -3.0306 0.219 0.072 0.181 -0.0154
C 0.5067 -4.7970 -2.8078 -0.083 0.350 0.088 -0.0104
C 1.5696 -4.3947 -2.0198 -0.005 0.280 0.010 0.0123
C 1.5771 -3.1079 -1.4831 -0.036 -0.535 -0.181 -0.2157
N 0.6547 -2.2017 -1.8520 0.336 0.092 0.270 -0.0732
C -0.3915 -2.6002 -2.5710 -0.549 -0.180 -0.230 -0.1021
C 2.4858 -2.6564 -0.4072 0.402 -0.902 0.354 -0.2534
C 3.0616 -3.5928 0.3876 -0.467 0.803 -0.370 0.0477
C 3.9166 -3.4692 1.5883 0.545 -0.447 -0.672 -0.2260
C 4.0519 -0.9396 1.5960 0.149 0.395 -0.168 0.0049
C 3.4628 -0.6257 0.4352 -0.081 -0.008 0.501 -0.1546
N 2.5165 -1.2965 -0.2881 0.608 0.361 -0.286 -0.1946
H -1.4204 -4.2010 -3.5484 -0.097 0.074 -0.177 0.1215
H 0.4643 -5.7919 -3.2187 0.035 -0.159 -0.002 0.1247
H 2.3741 -5.0811 -1.8172 0.095 -0.029 0.128 0.1245
H -1.1416 -1.8536 -2.7868 0.101 -0.088 0.083 0.1189
H 2.8376 -4.6287 0.1752 0.078 0.002 0.002 0.1212
H 4.9647 -3.6431 1.2934 -0.197 0.301 0.232 0.1723
H 4.7502 -0.2218 2.0026 0.079 0.057 -0.139 0.1297
H 3.7112 0.3383 -0.0037 0.017 -0.003 0.147 0.1224
C -0.6108 5.6242 2.7694 -0.009 -0.140 0.110 -0.0210
C -0.7275 4.1885 3.3136 -0.048 0.263 0.116 -0.5426
C 0.0127 4.0998 4.6470 -0.070 -0.038 -0.187 -0.0350
C -2.2089 3.8413 3.5436 0.211 0.010 -0.007 -0.0270
C -0.1342 3.2627 2.2759 0.062 -0.301 -0.353 -0.1263
C 1.1252 2.6675 2.3575 -0.221 0.058 -0.195 0.0329
C 1.5553 1.8111 1.3579 0.211 0.038 0.286 -0.0991
N 0.8470 1.5125 0.2699 -0.208 -0.317 -0.506 -0.0575
C -0.3491 2.1304 0.1393 0.082 0.270 0.328 -0.2130
C -0.8498 2.9761 1.1170 0.215 -0.113 -0.051 0.0621
C -1.0488 1.9151 -1.1301 -0.609 1.876 0.273 -0.2125
C -2.0669 2.7739 -1.5462 1.106 -0.849 0.480 0.1102
C -2.8337 2.4938 -2.7038 -0.045 -0.766 -0.970 -0.1490
C -2.3501 1.5101 -3.5184 -0.034 0.486 0.766 0.1045
C -0.9327 1.0599 -3.2907 0.097 0.119 -0.607 -0.3231
N -0.5920 0.9108 -1.8863 2.052 -2.247 0.678 -0.0024
C -4.0813 3.2922 -3.0316 -0.157 0.144 -0.218 -0.5543
C -5.2317 2.3555 -3.4092 0.148 0.115 0.109 -0.0306
C -3.7314 4.1937 -4.2294 -0.148 -0.047 0.173 -0.0280
C -4.5291 4.1956 -1.8785 0.069 -0.157 -0.143 -0.0507
H -1.0357 6.3200 3.4873 -0.058 0.104 0.094 0.0970
H -1.1456 5.7409 1.8300 -0.067 0.006 -0.126 0.0841
H 0.4307 5.8950 2.6096 0.098 0.038 -0.028 0.0941
H -0.5029 4.6892 5.3988 -0.065 0.116 0.052 0.0991
H 1.0262 4.4809 4.5743 0.206 0.036 -0.009 0.0911
H 0.0474 3.0773 5.0033 0.055 -0.200 0.107 0.0643
H -2.5810 4.3828 4.4085 -0.021 0.083 0.091 0.0947
H -2.3337 2.7762 3.7317 -0.056 -0.116 0.032 0.0893
H -2.8331 4.1254 2.7009 -0.084 -0.026 -0.116 0.0787
H 1.7772 2.8523 3.1935 0.089 -0.031 0.127 0.1165
H 2.5196 1.3371 1.4565 -0.067 -0.045 0.005 0.0904
H -1.8207 3.4149 0.9752 -0.148 0.007 0.017 0.1118
H -2.3446 3.6018 -0.9198 -0.006 0.003 0.130 0.1048
H -2.8653 1.1456 -4.3897 -0.041 0.054 -0.191 0.1200
H -0.3256 1.9289 -3.6438 -0.137 -0.270 0.256 0.1653
H -4.9855 1.7417 -4.2696 0.005 -0.111 -0.145 0.0775
H -6.1080 2.9452 -3.6628 -0.122 0.031 -0.041 0.0953
H -5.4825 1.7027 -2.5773 -0.079 -0.105 0.085 0.0963
H -3.4800 3.6070 -5.1092 0.038 -0.082 -0.110 0.0827
H -2.8932 4.8465 -3.9922 0.103 0.072 -0.006 0.0923
H -4.5878 4.8191 -4.4664 -0.081 0.101 -0.096 0.0947
H -4.7351 3.6263 -0.9745 -0.038 -0.051 0.139 0.0945
H -5.4435 4.7087 -2.1667 -0.062 0.023 0.004 0.0963
H -3.7872 4.9624 -1.6618 0.045 0.097 0.070 0.0857
F -2.3382 -2.0609 3.4930 -0.226 0.104 0.402 0.0941
C -1.6949 -1.2137 4.3100 0.177 0.127 -0.128 -0.2357
C -0.3715 -0.9303 4.0268 0.514 -0.269 0.058 -0.1738
C 0.2671 0.0036 4.8181 -0.655 -0.127 -0.060 -0.2363
F 1.5223 0.3600 4.4740 0.285 0.077 0.399 0.0728
C -0.3372 0.5539 5.9403 -0.002 -0.129 -0.200 -0.1477
F 0.3265 1.4064 6.7163 0.015 0.067 0.092 0.1261
C -1.6484 0.1926 6.2558 0.139 -0.164 -0.388 -0.1172
F -2.2351 0.6868 7.3335 0.056 0.031 -0.118 0.1592
C -2.3450 -0.6744 5.4134 0.160 0.011 -0.104 -0.1278
F -3.6030 -0.9967 5.6782 0.005 0.042 0.038 0.1503
Ge 0.6097 -2.0769 2.7094 -1.723 0.479 -0.673 0.8346
S -0.3388 -1.1845 0.8919 0.337 -0.511 0.270 0.3434
C -0.1517 -3.9287 2.8873 0.576 0.396 0.110 -0.1188
C -0.1641 -4.7745 1.7950 0.069 0.194 -0.203 -0.2127
F 0.2989 -4.2874 0.6241 -0.191 -0.666 0.172 0.0447
C -0.6431 -6.0749 1.8388 0.013 0.152 -0.017 -0.1241
F -0.5929 -6.8389 0.7460 -0.064 0.041 0.184 0.1298
C -1.1799 -6.5587 3.0306 0.159 0.396 -0.105 -0.1139
F -1.6470 -7.7939 3.0964 0.034 0.209 0.042 0.1633
C -1.2297 -5.7123 4.1392 0.082 0.133 -0.162 -0.1248
F -1.7840 -6.1321 5.2656 0.014 -0.070 0.082 0.1508
C -0.7032 -4.4244 4.0572 -0.021 -0.342 -0.288 -0.2173
F -0.7591 -3.6390 5.1317 -0.122 -0.268 0.351 0.1065
C 2.5761 -2.1540 3.2596 0.227 -0.294 0.293 0.0074
C 2.6640 -2.3379 4.6089 -1.273 0.048 -0.373 -0.2054
F 1.5158 -2.4463 5.2960 0.757 -0.068 0.354 0.1009
C 3.8436 -2.4151 5.3643 0.284 -0.060 0.850 -0.0001
F 3.7889 -2.5105 6.6812 0.181 0.072 -1.910 0.2382
C 5.0802 -2.3791 4.6881 0.723 0.025 0.510 -0.0949
F 6.2128 -2.4493 5.3703 -0.389 0.012 -0.132 0.1807
C 5.0733 -2.2478 3.3365 0.554 -0.064 -1.368 -0.0607
F 6.2242 -2.2084 2.6533 -1.189 -0.062 1.197 0.1825
C 3.8508 -2.1652 2.4516 0.027 0.029 0.777 -0.2720
F 3.5842 -4.5159 2.4263 -0.072 -0.420 0.472 0.0341
C 0.1285 -1.4706 -5.7159 -0.066 0.380 0.189 0.0047
C 0.0465 0.0034 -5.3046 0.197 -0.078 -0.556 -0.4268
C -0.8594 0.7521 -6.2826 0.063 -0.173 0.318 0.0062
O -0.5184 -0.0860 -3.9839 -0.368 0.216 0.109 -0.0974
B 1.8199 0.2598 -2.7519 -0.844 -1.066 2.780 -0.2411
O 1.9514 0.4641 -3.9422 1.579 0.587 -1.918 0.1486
C 1.4999 0.6719 -5.2716 -0.718 0.271 -0.921 -0.4117
C 1.5390 2.1854 -5.5121 0.018 -0.133 0.162 0.0146
C 2.4968 0.0155 -6.2262 -0.071 -0.003 0.354 0.0157
H -0.8470 -1.9243 -5.5732 -0.145 -0.007 -0.015 0.1000
H 0.8370 -2.0070 -5.0926 0.141 -0.118 0.030 0.0897
H 0.3995 -1.5719 -6.7597 0.117 -0.039 -0.126 0.1011
H -0.3948 0.7979 -7.2641 0.057 0.005 -0.089 0.1059
H -1.0703 1.7681 -5.9581 -0.018 0.103 -0.025 0.0851
H -1.7972 0.2084 -6.3823 -0.061 0.010 -0.028 0.1042
H 0.8732 2.7437 -4.8575 -0.040 0.019 -0.004 0.0863
H 1.2833 2.4220 -6.5409 -0.015 -0.049 -0.062 0.1051
H 2.5538 2.5363 -5.3284 0.013 0.004 -0.026 0.1081
H 2.6533 -1.0304 -5.9893 -0.017 -0.129 -0.004 0.0933
H 3.4583 0.5201 -6.1649 0.012 0.107 0.049 0.1053
H 2.1475 0.0979 -7.2495 -0.121 0.011 -0.132 0.1076
```
Forces are in eV/Å.

***

The lowest energy belongs to which entry? C52H44BF15GeN4O2OsS